1.
11
Properties=species:S:1:pos:R:3:lowdin_spin:R:1 method="wB97M-V/def2-TZVPD" s_squared=3.755 orbital_gap_ev="6.1 / 8.1" relative_energy_ev=0.494 multiplicity=4
O -0.20079 2.00737 0.28348 0.22
C -0.32439 0.89179 -0.28853 0.12
O 0.70212 0.12678 -0.21129 0.35
C 2.90176 -0.95808 -0.61004 0.02
O 3.79654 -0.21441 -0.50820 0.02
O 2.26034 -1.92910 -0.49529 0.01
Pt 1.09466 1.11294 1.30058 2.22
C -1.83000 0.11106 -0.14167 0.02
O -2.89508 0.75471 -0.22681 0.01
O -1.75345 -0.94358 0.54370 0.01
Li -3.75171 -0.95949 0.35407 0.01

---

2.
22
Properties=species:S:1:pos:R:3:lowdin_spin:R:1 method="wB97M-V/def2-TZVPD" s_squared=0.760 orbital_gap_ev="10.1 / 5.1" relative_energy_ev=3.238 multiplicity=2
C -2.72908 0.52900 1.70354 0.00
N -1.94066 -0.47524 1.00182 0.00
C -0.80885 -0.84423 1.82047 0.00
C 0.44550 -0.88514 0.96058 0.09
O 0.82724 0.32630 0.51751 0.48
H -2.59371 0.55035 2.82685 0.00
H -3.76126 0.29414 1.55029 0.00
H -2.57496 1.53804 1.31387 0.00
H -1.58486 0.02613 0.17810 0.00
H -0.99796 -1.94959 2.17530 0.00
H -0.74450 -0.27478 2.72441 0.00
H 0.55056 -1.38003 -0.05229 0.04
H 1.34555 -1.29086 1.71220 0.06
H 0.75063 0.53352 -0.59435 0.01
H -0.20736 0.08487 -2.10836 0.00
O 0.69356 0.10000 -1.89427 0.31
H 2.23701 2.44009 -2.18717 0.00
H 1.12683 1.46924 -2.55963 0.00
O 1.52792 2.47177 -2.76844 0.00
H 2.12682 -1.04142 -1.87929 0.00
H 3.42798 -0.69820 -2.10035 0.00
O 2.88360 -1.52397 -2.34079 0.01

---

3.
18
Properties=species:S:1:pos:R:3:lowdin_charge:R:1 method="wB97M-V/def2-TZVPD" orbital_gap_ev=8.5 smiles="C/C(N)=[NH+]/c1sccc1I" total_charge=+1
C -1.74776 2.36994 0.35002 0.04
C -1.25120 1.03067 -0.04610 -0.32
N -2.08735 0.12507 -0.53307 0.23
N 0.06550 0.74418 0.09690 0.09
C 0.67531 -0.51996 0.01795 -0.55
S -0.12568 -2.08696 0.04441 1.09
C 1.39247 -2.86692 0.11231 -0.36
C 2.46023 -2.01669 -0.03690 -0.20
C 2.03610 -0.68194 0.01004 -0.73
I 3.40528 0.92882 -0.07925 0.95
H -2.73706 2.15894 0.90368 0.15
H -1.04226 2.77343 1.01783 0.08
H -1.74437 2.87260 -0.61167 0.12
H -2.89182 0.49928 -0.87539 0.11
H -1.69325 -0.60996 -1.00819 0.04
H 0.62097 1.60240 0.25026 0.12
H 1.30685 -3.88341 0.10932 0.05
H 3.35805 -2.43950 0.27784 0.10

---

4.
56
Properties=species:S:1:pos:R:3:lowdin_charge:R:1 method="wB97M-V/def2-TZVPD" orbital_gap_ev=9.4 relative_energy_ev=0.059 smiles="CCCC[C@@H](c1nnnn1CCOC)[NH+]1CCN(C(=O)c2ccco2)CC1" total_charge=+1
C -0.40976 -0.09185 4.10670 -0.09
C 0.49117 -0.31481 2.89767 -0.27
C -0.21261 -1.15795 1.83498 -0.19
C 0.69101 -1.54405 0.65966 -0.13
C 1.24326 -0.37481 -0.16023 -0.17
C 2.20600 -0.79324 -1.22586 -0.22
N 2.06317 -0.32627 -2.45504 0.06
N 3.06418 -0.81570 -3.17108 0.00
N 3.80445 -1.54130 -2.46081 0.07
N 3.31311 -1.56839 -1.21503 -0.03
C 4.02256 -2.27065 -0.18071 -0.08
C 4.74740 -1.30226 0.75339 -0.19
O 3.79071 -0.52030 1.43753 -0.22
C 4.37158 0.30854 2.42515 -0.08
N 0.21723 0.44629 -0.89966 -0.06
C -0.92601 -0.32191 -1.45051 -0.07
C -1.73753 0.58161 -2.39005 -0.10
N -2.18841 1.74318 -1.67101 -0.04
C -3.41121 1.89498 -1.04173 -0.38
O -3.50627 2.63540 -0.08026 0.09
C -4.58646 1.21736 -1.57703 -0.18
C -5.86366 1.30562 -1.07038 0.03
C -6.68730 0.55761 -1.93265 -0.03
C -5.86508 0.06865 -2.90418 -0.08
O -4.59812 0.45402 -2.70227 0.02
C -1.08361 2.50955 -1.14287 -0.10
C -0.25323 1.65399 -0.18582 -0.06
H -0.68416 -1.04060 4.56008 0.08
H -1.32165 0.42664 3.81906 0.08
H 0.10093 0.50790 4.85462 0.08
H 1.40301 -0.82533 3.21147 0.11
H 0.77740 0.65757 2.49027 0.10
H -0.54068 -2.08827 2.30269 0.13
H -1.11555 -0.64463 1.49998 0.10
H 1.56018 -2.04565 1.08594 0.11
H 0.17935 -2.25720 0.01144 0.12
H 1.77493 0.29072 0.52933 0.14
H 4.75468 -2.90065 -0.68909 0.14
H 3.33177 -2.89736 0.38633 0.13
H 5.34806 -1.88358 1.46535 0.14
H 5.42488 -0.65642 0.17566 0.14
H 5.07234 1.02020 1.97764 0.10
H 3.55504 0.84639 2.90122 0.09
H 4.90019 -0.28793 3.17415 0.10
H 0.74763 0.74219 -1.75287 0.14
H -0.53976 -1.17610 -2.00735 0.14
H -1.55920 -0.66585 -0.63200 0.14
H -2.58123 0.02390 -2.79010 0.13
H -1.10934 0.90063 -3.22992 0.14
H -6.15054 1.84836 -0.19372 0.13
H -7.74291 0.40695 -1.84720 0.11
H -6.05696 -0.54450 -3.76284 0.13
H -1.49471 3.36391 -0.60040 0.14
H -0.46771 2.86694 -1.97406 0.14
H 0.60762 2.21967 0.17251 0.15
H -0.87018 1.35877 0.66388 0.14

---

5.
25
Properties=species:S:1:pos:R:3:lowdin_spin:R:1 method="wB97M-V/def2-TZVPD" s_squared=0.754 orbital_gap_ev="3.4 / 7.8" relative_energy_ev=0.111 multiplicity=2 total_charge=-1
C 3.84054 2.08741 3.40612 0.00
Br 3.54977 0.70421 4.78938 0.01
Br 3.04491 3.79141 3.94340 0.00
Br 3.08995 1.41276 1.78606 0.01
H 4.90752 2.24676 3.25033 0.00
C 0.61402 -1.21830 1.41005 0.26
Br 0.09133 -0.54742 3.24459 0.24
Br -0.10805 -0.12157 -0.04742 0.18
Br -0.04589 -3.08233 1.02816 0.22
H 1.70174 -1.17703 1.35287 0.01
C -0.96986 -5.02878 -1.96131 0.01
Br -0.09988 -5.62825 -3.63730 0.01
Br -2.23993 -6.22278 -1.01930 0.01
Br -1.80357 -3.25229 -2.23402 0.00
H -0.11800 -4.68842 -1.37259 0.01
C 0.19001 3.74939 -0.58618 0.00
Br 1.70352 4.75343 0.17528 0.00
Br 0.80825 3.26657 -2.41604 0.01
Br -1.52873 4.71509 -0.59012 0.00
H 0.04645 2.83647 -0.00819 0.00
C -3.24659 0.22797 -1.95996 0.00
Br -5.05077 -0.62309 -1.92434 0.00
Br -3.49353 2.15748 -1.74889 0.00
Br -2.35730 -0.27953 -3.67843 0.00
H -2.52585 -0.07915 -1.20212 0.00

---

6.
63
Properties=species:S:1:pos:R:3:lowdin_spin:R:1 method="wB97M-V/def2-TZVPD" s_squared=3.803 orbital_gap_ev="6.4 / 5.9" multiplicity=4 total_charge=+2
P 0.21497 -2.31551 0.91521 0.06
P -0.27329 2.39792 0.68609 0.27
C -0.28212 -0.29350 -0.85783 0.02
C 0.21410 1.17668 -0.75105 0.04
H -1.31298 -0.42252 -1.18728 0.01
H 0.43630 -0.87750 -1.44033 0.01
H 1.22617 1.36927 -1.13650 0.01
H -0.52793 1.72905 -1.34059 0.02
C -1.90566 2.92921 0.08603 0.03
H -2.34314 3.56938 0.86801 0.00
H -2.55826 2.05347 -0.09635 0.00
H -1.78334 3.50580 -0.84954 0.00
C 0.97071 3.68314 0.54419 0.06
H 0.83021 4.22577 -0.40296 0.01
H 1.97847 3.24202 0.58362 0.00
H 0.82834 4.36134 1.39934 0.00
C -1.14388 -3.37667 0.35754 0.00
H -1.32391 -4.16058 1.11224 0.00
H -0.88691 -3.85341 -0.59807 0.00
H -2.05175 -2.77413 0.21504 0.00
C 1.65562 -3.05531 0.09948 0.03
H 2.49260 -2.34612 0.12018 0.00
H 1.42025 -3.28625 -0.94638 0.00
H 1.90889 -3.98522 0.62912 0.00
Tc 0.38524 -0.00890 0.95869 2.28
C 0.59195 1.35174 -3.43238 0.01
C -0.77109 1.39262 -3.35363 0.00
C -1.70278 0.55509 -4.15978 0.00
C -1.23525 -0.89857 -4.38303 0.00
C -0.46278 -1.50516 -3.27292 0.00
C 0.89797 -1.51672 -3.19755 0.00
C 1.77903 -0.80131 -4.16494 0.00
C 1.35252 0.64134 -4.49983 0.00
C 0.50231 -2.64539 2.67644 0.03
H 1.18962 2.09881 -2.90645 0.00
H -1.28074 2.25344 -2.90723 0.00
H -1.89304 1.03409 -5.13550 0.00
H -2.68838 0.53420 -3.66076 0.00
H -2.14104 -1.51316 -4.52339 0.00
H -0.67858 -0.95622 -5.33319 0.00
H -1.06496 -2.09945 -2.57731 0.00
H 1.42291 -2.23408 -2.55942 0.00
H 1.85194 -1.37533 -5.11000 0.00
H 2.80624 -0.76458 -3.77089 0.00
H 2.27281 1.22240 -4.68484 0.00
H 0.80925 0.65358 -5.45604 0.00
H 0.97186 -1.76780 3.14673 0.01
H 1.16305 -3.52126 2.78101 0.00
H -0.46586 -2.84168 3.14617 0.00
Cl 2.09342 1.14658 2.98655 0.03
C 0.99267 0.85309 4.31084 0.01
C 1.45073 0.91526 5.63053 0.00
C 0.57259 0.59500 6.68354 0.01
C -0.75107 0.26586 6.37905 0.00
C -1.21039 0.25967 5.07817 0.00
C -0.33592 0.56142 4.00315 0.00
C -0.86290 0.71445 2.59916 0.00
H 2.47153 1.22104 5.86310 0.00
H 0.92165 0.61503 7.71030 0.00
H -1.45565 0.02391 7.19369 0.00
H -2.24882 0.03359 4.84902 0.00
H -1.84033 0.20929 2.54188 0.01
H -1.19317 1.80177 2.54182 0.01

---

Number 1: F_max 12.4 eV/A, calculated total energy -692.4440 Eh. Number 2: F_max 4.7 eV/A, calculated total energy -478.2017 Eh. Number 3: F_max 3.3 eV/A, calculated total energy -1038.5608 Eh. Number 4: F_max 1.6 eV/A, calculated total energy -1257.2710 Eh. Number 5: F_max 1.9 eV/A, calculated total energy -38803.6813 Eh. Number 6: F_max 4.2 eV/A, calculated total energy -2083.3552 Eh.